(1)
# C22H39N6O11P2S2

A 3-piece molecular cluster, C22H39N6O11P2S2 overall in a non-equilibrium geometry (ωB97M-V with the def2-TZVPD basis set, the Open Molecules 2025 dataset).

ORCA input file:
```
! RIJCOSX wB97M-V def2-TZVPD def2/J DEFGRID3
* xyz 1 1
C -1.512 0.121 1.571
C -2.257 1.006 2.732
O -2.672 0.323 3.833
O -2.476 2.467 2.711
C -3.057 2.917 1.431
O -2.193 3.193 0.432
C -4.704 3.117 1.225
C -5.343 1.601 1.332
C -5.674 0.654 -0.012
N -5.456 1.131 -1.431
C -6.624 1.745 -1.892
O -7.809 2.297 -2.250
C -6.258 -0.787 0.475
P -6.688 -1.996 -0.996
O -8.246 -1.848 -1.307
O -6.355 -3.623 -0.363
O -5.655 -1.781 -2.381
N -6.549 -1.352 1.805
N -6.313 -0.562 2.885
P -6.714 -1.216 4.515
S -8.646 -0.889 4.835
C -5.737 0.800 2.698
N -5.472 1.578 4.005
C -6.524 2.484 4.099
S -7.347 4.010 4.132
H -1.633 -1.034 1.844
H -0.346 0.321 1.509
H -1.950 0.284 0.496
H -5.133 3.833 2.058
H -4.936 3.604 0.166
H -5.345 -3.624 -0.204
H -4.783 -1.343 -2.151
H -6.562 -2.649 4.523
H -6.033 -0.529 5.591
C 3.323 -2.726 -2.163
O 3.380 -3.850 -1.294
C 4.558 -3.862 -0.478
C 4.176 -3.691 1.001
N 3.692 -2.331 1.265
C 3.088 -2.175 2.593
C 1.778 -2.942 2.861
O 0.673 -2.485 2.079
C 0.561 -3.101 0.805
H 2.454 -2.841 -2.814
H 3.205 -1.802 -1.591
H 4.221 -2.670 -2.787
H 5.289 -3.107 -0.791
H 5.022 -4.846 -0.608
H 5.053 -3.889 1.625
H 3.410 -4.435 1.235
H 2.996 -2.085 0.565
H 2.883 -1.105 2.718
H 3.827 -2.444 3.357
H 1.500 -2.751 3.906
H 1.899 -4.028 2.778
H 0.930 -4.131 0.800
H 1.080 -2.507 0.052
H -0.498 -3.116 0.529
C 5.837 0.211 -3.674
O 4.718 0.308 -2.802
C 5.079 0.723 -1.479
C 4.478 2.104 -1.177
N 5.139 3.150 -1.966
C 4.454 4.446 -1.906
C 3.053 4.529 -2.542
O 3.055 4.364 -3.962
C 2.974 3.015 -4.397
H 5.493 -0.202 -4.626
H 6.266 1.198 -3.862
H 6.597 -0.458 -3.259
H 6.165 0.718 -1.324
H 4.643 -0.007 -0.788
H 4.599 2.325 -0.112
H 3.408 2.057 -1.401
H 5.182 2.854 -2.939
H 5.102 5.164 -2.423
H 4.397 4.773 -0.861
H 2.676 5.544 -2.362
H 2.332 3.854 -2.068
H 2.407 2.383 -3.708
H 3.975 2.609 -4.551
H 2.470 3.004 -5.367
*
```

(2)
# C22H40BBrN2O21P2S3

A 4-piece molecular cluster, C22H40BBrN2O21P2S3 overall in a non-equilibrium geometry (ωB97M-V with the def2-TZVPD basis set, the Open Molecules 2025 dataset).

ORCA input file:
```
! RIJCOSX wB97M-V def2-TZVPD def2/J DEFGRID3
* xyz 0 1
C -4.391 -0.192 2.441
C -3.887 -1.336 1.554
O -3.059 -0.784 0.516
B -2.454 -1.797 -0.170
O -3.220 -2.831 -0.754
C -0.841 -1.953 -0.382
C -0.118 -1.327 0.864
C 0.055 0.201 0.873
O -0.446 0.986 0.097
C 0.983 0.710 1.999
C 2.336 0.527 1.724
C 3.291 0.888 2.645
C 2.909 1.428 3.860
C 1.569 1.633 4.122
C 0.588 1.270 3.205
O -0.594 -1.330 -1.633
C 0.495 -1.709 -2.394
Br 2.058 -0.650 -1.648
O 0.151 -1.315 -3.677
C 1.198 -0.855 -4.530
C 1.300 0.696 -4.621
C 0.829 -3.232 -2.387
C 1.738 -3.679 -1.177
P 3.543 -3.819 -1.486
O 4.079 -3.030 -2.602
O 3.915 -5.378 -1.513
O 4.240 -3.285 -0.119
N 1.315 -3.748 -3.676
P 1.333 -5.490 -3.755
N -0.264 -6.039 -4.151
O 2.241 -5.884 -5.094
H -4.740 -0.540 3.420
H -5.196 0.342 1.917
H -3.559 0.509 2.539
H -4.754 -1.890 1.166
H -3.321 -2.043 2.192
H -3.205 -3.575 -0.133
H -0.709 -3.043 -0.293
H 0.869 -1.768 1.068
H -0.743 -1.565 1.745
H 2.648 0.091 0.775
H 4.338 0.703 2.404
H 3.649 1.693 4.614
H 1.258 2.054 5.080
H -0.469 1.414 3.425
H 2.174 -1.337 -4.390
H 0.901 -1.162 -5.548
H 2.196 1.076 -4.122
H 1.308 1.002 -5.676
H 0.383 1.101 -4.174
H -0.131 -3.749 -2.183
H 1.508 -3.087 -0.288
H 1.398 -4.700 -0.933
H 4.016 -5.640 -2.437
H 4.258 -2.315 -0.161
H 0.675 -3.494 -4.436
H -0.866 -5.243 -4.372
H -0.184 -6.590 -5.010
H 3.151 -5.596 -4.938
C 6.746 -2.080 -0.052
C 8.138 -1.597 0.294
O 8.008 -0.175 0.415
S 6.549 0.184 0.981
O 6.644 0.388 2.381
O 5.953 1.133 0.116
O 5.868 -1.253 0.726
H 6.520 -1.920 -1.109
H 6.595 -3.128 0.193
H 8.868 -1.850 -0.469
H 8.468 -1.991 1.258
C -3.288 5.220 2.852
C -1.837 5.371 3.249
O -1.734 4.702 4.515
S -2.767 3.474 4.546
O -2.066 2.283 4.210
O -3.552 3.578 5.720
O -3.650 3.898 3.281
H -3.920 5.936 3.383
H -3.441 5.330 1.787
H -1.533 6.411 3.338
H -1.177 4.861 2.542
C -7.510 4.789 -1.107
C -7.651 6.260 -0.776
O -7.163 6.375 0.565
S -5.996 5.298 0.801
O -4.744 5.950 0.616
O -6.298 4.550 1.963
O -6.279 4.393 -0.492
H -8.318 4.201 -0.666
H -7.475 4.607 -2.178
H -8.679 6.606 -0.840
H -7.020 6.875 -1.422
*
```

* SMILES: CCOB(O)[C@H](CC(=O)c1ccccc1)O[C@](Br)(OCC)[C@H](CP(=O)(O)O)NP(N)O.O=S1(=O)OCCO1.O=S1(=O)OCCO1.O=S1(=O)OCCO1

(3)
# C22H40ClF3IN4O6S

A 2-piece molecular cluster, C22H40ClF3IN4O6S overall in a non-equilibrium geometry (ωB97M-V with the def2-TZVPD basis set, the Open Molecules 2025 dataset).

ORCA input file:
```
! RIJCOSX wB97M-V def2-TZVPD def2/J DEFGRID3
* xyz 1 1
C 2.199 -3.532 0.969
N 1.048 -3.235 1.833
C -0.192 -3.587 1.130
C 1.029 -1.919 2.344
O 0.026 -1.522 2.856
C 2.213 -0.928 2.288
C 1.991 0.317 1.389
C 0.652 1.091 1.558
C 0.679 2.512 0.920
C -0.584 2.896 0.188
F -1.783 2.481 0.586
C -0.520 3.652 -0.871
F 0.601 3.979 -1.461
F -1.593 4.140 -1.426
C 3.299 1.182 1.694
O 3.211 2.278 2.554
N 4.011 1.391 0.418
C 3.529 0.261 -0.331
N 4.269 -0.492 -1.054
C 5.733 -0.261 -1.251
C 6.163 -1.033 -2.519
C 6.217 -0.127 -3.790
I 4.550 -0.509 -5.135
N 2.188 0.223 -0.078
C 1.321 -0.665 -0.853
C 0.290 0.107 -1.758
C -1.178 -0.320 -1.467
C -1.878 -0.873 -2.760
S -3.183 -2.007 -2.216
O -3.794 -1.512 -1.021
O -2.682 -3.338 -2.057
Cl -4.669 -2.098 -3.645
H 2.180 -4.612 0.757
H 2.191 -2.993 0.001
H 3.169 -3.339 1.448
H -0.337 -3.058 0.169
H -1.093 -3.447 1.734
H -0.150 -4.661 0.884
H 3.181 -1.398 2.054
H 2.333 -0.540 3.315
H 0.435 1.135 2.636
H -0.186 0.530 1.112
H 0.788 3.229 1.754
H 1.562 2.689 0.292
H 4.014 0.517 2.223
H 2.919 1.954 3.419
H 3.766 2.279 -0.022
H 3.861 -1.292 -1.529
H 6.231 -0.607 -0.337
H 5.895 0.805 -1.441
H 7.173 -1.457 -2.411
H 5.483 -1.864 -2.765
H 6.175 0.937 -3.522
H 7.116 -0.308 -4.385
H 0.724 -1.353 -0.241
H 1.887 -1.304 -1.553
H 0.442 1.194 -1.719
H 0.482 -0.174 -2.809
H -1.253 -1.126 -0.720
H -1.808 0.508 -1.118
H -1.162 -1.384 -3.417
H -2.366 -0.037 -3.284
C -8.013 1.569 1.286
O -6.937 2.049 0.495
C -5.936 2.700 1.264
C -4.730 1.805 1.473
O -5.039 0.700 2.307
C -5.217 -0.505 1.575
H -8.628 0.923 0.661
H -7.657 0.992 2.143
H -8.626 2.406 1.635
H -6.338 3.038 2.224
H -5.624 3.584 0.698
H -3.950 2.382 1.981
H -4.329 1.468 0.511
H -4.254 -0.864 1.206
H -5.902 -0.371 0.736
H -5.634 -1.251 2.250
*
```

(4)
# C22H40ClN2O11P2Si4TeY

C22H40ClN2O11P2Si4TeY as an isolated structure in a non-equilibrium geometry (ωB97M-V with the def2-TZVPD basis set, the Open Molecules 2025 dataset).

ORCA input file:
```
! RIJCOSX wB97M-V def2-TZVPD def2/J DEFGRID3
* xyz 0 1
Y 0.272 -0.823 0.045
O 3.010 4.358 0.327
C 4.031 3.525 0.438
O 5.137 3.904 0.721
C 3.750 2.075 0.214
C 4.663 1.047 0.408
Cl 6.245 1.142 0.996
N 4.042 -0.127 0.136
N 2.774 0.093 -0.244
C 2.590 1.408 -0.219
C 1.230 1.884 -0.629
O 0.868 3.047 -0.377
O 0.515 1.014 -1.199
C 4.555 -1.457 0.075
C 5.804 -1.715 -0.473
C 6.231 -3.027 -0.602
C 5.417 -4.074 -0.199
C 4.178 -3.807 0.361
C 3.746 -2.501 0.506
H 2.156 3.911 0.101
H 6.429 -0.907 -0.820
H 7.201 -3.227 -1.037
H 5.741 -5.098 -0.329
H 3.537 -4.609 0.693
H 2.796 -2.298 0.986
C -2.651 1.387 3.286
C -1.882 0.481 2.330
O -2.389 -0.846 2.348
P -2.209 1.031 0.597
O -1.713 2.493 0.404
O -3.786 1.205 0.610
O -1.808 0.040 -0.454
P -0.073 0.403 2.806
O 0.542 1.633 1.940
O 0.105 0.591 4.248
O 0.539 -0.822 2.119
H -3.716 1.194 3.180
H -2.462 2.438 3.059
H -2.333 1.191 4.310
H -2.326 -1.195 3.246
H -0.798 2.717 0.072
H -4.184 0.840 -0.196
H 0.694 2.419 2.485
C -3.745 -5.714 1.487
Si -2.564 -6.412 0.177
C -2.487 -8.287 0.472
C -3.393 -6.145 -1.508
Si -0.450 -5.323 0.128
Te -1.397 -2.975 0.156
Si 0.518 -5.873 -1.960
C 2.383 -5.560 -2.145
C 0.235 -7.725 -2.254
C -0.327 -4.891 -3.339
Si 0.672 -5.958 2.111
C -0.596 -5.704 3.495
C 2.280 -5.159 2.732
C 1.030 -7.806 1.875
H -4.770 -6.028 1.284
H -3.718 -4.622 1.482
H -3.481 -6.052 2.491
H -3.431 -8.748 0.171
H -2.324 -8.524 1.526
H -1.689 -8.760 -0.105
H -4.463 -6.352 -1.454
H -2.965 -6.797 -2.274
H -3.266 -5.109 -1.832
H 2.949 -6.056 -1.352
H 2.621 -4.495 -2.116
H 2.746 -5.952 -3.097
H 0.574 -8.312 -1.396
H 0.772 -8.083 -3.135
H -0.827 -7.936 -2.398
H -0.222 -3.818 -3.166
H -1.396 -5.110 -3.374
H 0.096 -5.120 -4.319
H -0.988 -4.684 3.456
H -0.169 -5.862 4.487
H -1.440 -6.386 3.376
H 2.242 -4.067 2.710
H 3.150 -5.482 2.157
H 2.452 -5.455 3.768
H 0.180 -8.294 1.393
H 1.217 -8.314 2.823
H 1.904 -7.959 1.237
*
```

(5)
# C22H41AlBeBr2CsF6LiNO12PS

C22H41AlBeBr2CsF6LiNO12PS as an isolated structure in a non-equilibrium geometry (ωB97M-V with the def2-TZVPD basis set, the Open Molecules 2025 dataset).

ORCA input file:
```
! RIJCOSX wB97M-V def2-TZVPD def2/J DEFGRID3
* xyz 2 1
C 0.506 -2.627 2.512
C -0.640 -2.176 2.030
C -1.861 -1.238 1.482
C -1.354 0.276 1.107
N -0.549 0.001 -0.149
O -0.347 0.495 2.182
S -1.382 1.124 3.393
O -1.837 0.185 4.509
O -0.658 2.281 4.072
O -2.600 1.859 2.498
C -2.416 1.491 1.080
C -3.874 1.281 0.387
C -4.854 0.255 1.159
C -5.028 -1.038 0.159
O -6.175 -0.839 -0.770
C -1.840 2.749 0.189
C -0.674 3.586 0.929
C 0.387 4.288 -0.112
C 1.177 3.150 -0.986
C 2.349 3.752 -1.923
C 3.745 4.058 -1.165
C 4.141 3.005 -0.005
C 4.304 1.475 -0.501
O 5.445 0.863 0.222
C 5.947 -0.311 -0.460
C 6.207 -1.701 0.387
O 6.264 -0.369 -1.697
H 1.554 -3.064 2.742
H -2.643 -1.242 2.351
H -2.321 -1.816 0.602
H 0.338 -0.486 0.087
H -1.144 -0.589 -0.754
H -3.711 1.024 -0.737
H -4.423 2.311 0.378
H -5.928 0.662 1.306
H -4.472 -0.090 2.188
H -5.109 -2.011 0.768
H -4.059 -1.096 -0.515
H -5.892 -1.094 -1.705
H -1.551 2.296 -0.826
H -2.696 3.514 -0.035
H -1.205 4.410 1.562
H -0.026 2.985 1.665
H -0.264 4.888 -0.861
H 1.122 4.998 0.450
H 1.496 2.267 -0.314
H 0.374 2.713 -1.713
H 2.453 3.026 -2.828
H 1.978 4.758 -2.379
H 3.807 5.134 -0.726
H 4.580 4.008 -1.983
H 5.189 3.344 0.396
H 3.406 3.147 0.876
H 3.361 0.891 -0.132
H 4.361 1.363 -1.644
H 6.779 -2.471 -0.276
H 5.174 -2.100 0.723
H 6.846 -1.412 1.315
Al 6.742 2.025 1.529
C 1.431 -3.433 -2.292
C 2.390 -2.225 -2.212
C 3.829 -2.731 -2.010
O 2.058 -1.509 -1.148
H 1.456 -4.047 -1.385
H 0.397 -3.112 -2.452
H 1.707 -4.080 -3.132
H 2.371 -1.760 -3.209
H 3.941 -3.320 -1.092
H 4.540 -1.901 -1.965
H 4.128 -3.372 -2.846
Br -0.695 2.737 6.345
Br -8.189 -1.342 -1.901
F -3.606 -5.377 0.546
P -2.105 -5.704 0.109
F -1.918 -6.388 1.532
F -1.508 -5.877 -1.364
F -2.652 -7.125 -0.408
F -0.635 -5.309 0.577
F -2.321 -4.162 -0.240
O 1.229 -7.349 -2.463
H 1.083 -7.236 -3.412
H 0.416 -7.015 -2.060
Cs -0.900 -0.024 6.471
C -3.021 6.448 0.068
O -3.906 5.660 -0.359
O -3.437 7.109 1.161
O -1.874 6.690 -0.354
H -4.308 6.660 1.147
Li -3.915 -7.282 -1.837
Be -4.488 -1.791 -1.851
*
```

Respective total energy values: -95132.936; -191243.465; -81308.433; -119926.023; -233766.026 eV.
Respective HOMO level values: -10.04; -8.65; -10.39; -7.60; -11.31 eV.
Respective HOMO-LUMO gap values: 3.71; 8.93; 7.02; 7.05; 1.56 eV.